1.
C16H44BeF12N4O4P2 as an isolated structure at a distorted geometry, computed with ωB97M-V/def2-TZVPD.

DFT total energy = -83055.600 eV
Orbital gap = 0.3515 hartree

Structure (ORCA input):
```
! wB97M-V def2-TZVPD RIJCOSX def2/J DEFGRID3
* xyz 0 1
Be -7.28 -28.76 31.51
P -3.73 -30.98 32.38
F -2.37 -31.74 32.75
F -3.98 -30.68 33.98
F -2.98 -29.56 32.31
F -5.08 -30.16 31.90
F -3.43 -31.28 30.79
F -4.56 -32.34 32.57
P -9.13 -25.10 32.69
F -9.97 -23.84 33.30
F -10.37 -26.08 33.14
F -9.78 -24.83 31.25
F -8.33 -26.35 32.10
F -7.87 -24.13 32.34
F -8.48 -25.37 34.18
C -10.28 -27.38 28.40
C -10.13 -27.79 29.87
C -11.44 -28.29 30.46
O -11.95 -29.35 29.71
C -13.32 -29.61 30.02
N -9.05 -28.83 29.84
H -9.46 -26.72 28.10
H -11.22 -26.84 28.25
H -10.40 -28.25 27.75
H -9.74 -26.88 30.32
H -12.08 -27.40 30.53
H -11.32 -28.65 31.49
H -13.46 -29.92 31.05
H -13.66 -30.41 29.37
H -13.95 -28.76 29.75
H -9.55 -29.68 29.57
H -8.50 -28.61 29.02
C -4.84 -29.72 27.61
C -5.44 -29.00 28.81
C -6.30 -27.78 28.42
O -6.86 -27.24 29.62
C -6.92 -25.82 29.54
N -6.35 -29.95 29.49
H -4.42 -30.71 27.79
H -3.99 -29.15 27.22
H -5.56 -29.74 26.79
H -4.68 -28.71 29.54
H -7.05 -28.04 27.67
H -5.60 -27.09 27.94
H -7.52 -25.52 28.67
H -5.93 -25.38 29.48
H -7.48 -25.43 30.39
H -5.73 -30.63 29.90
H -6.87 -30.44 28.77
C -9.77 -32.82 31.94
C -9.39 -31.35 31.95
C -9.78 -30.65 33.25
O -9.30 -29.31 33.27
C -9.75 -28.60 34.40
N -7.95 -31.21 31.72
H -10.85 -32.96 32.02
H -9.35 -33.37 32.79
H -9.61 -33.27 30.96
H -9.96 -30.88 31.15
H -9.21 -31.13 34.06
H -10.84 -30.83 33.41
H -10.84 -28.66 34.44
H -9.48 -27.55 34.42
H -9.38 -29.03 35.34
H -7.58 -31.77 32.49
H -7.72 -31.77 30.90
C -6.04 -27.65 35.67
C -6.31 -27.77 34.18
C -5.10 -27.23 33.40
O -5.30 -27.29 31.99
C -4.28 -26.59 31.33
N -6.52 -29.21 33.90
H -6.04 -26.61 36.01
H -5.07 -28.06 35.97
H -6.78 -28.15 36.31
H -7.27 -27.33 33.94
H -4.20 -27.79 33.66
H -4.97 -26.19 33.72
H -3.30 -26.64 31.82
H -4.47 -25.50 31.34
H -4.22 -26.89 30.29
H -5.66 -29.70 34.10
H -7.31 -29.55 34.42
*
```

2.
C16H44Br6N8O6P2 as an isolated structure at a distorted geometry, computed with ωB97M-V/def2-TZVPD.

DFT total energy = -480337.146 eV
ΔE to the lowest compared entry with this formula, charge and spin = 2.718 eV
Orbital gap = 0.2848 hartree

Structure (ORCA input):
```
! wB97M-V def2-TZVPD RIJCOSX def2/J DEFGRID3
* xyz 0 1
C 7.26 7.82 4.17
N 6.68 6.56 3.51
O 6.38 6.64 2.34
O 6.82 5.54 4.15
H 6.88 7.96 5.18
H 6.95 8.67 3.57
H 8.32 7.59 4.27
C -5.95 -0.97 5.26
N -5.97 -1.80 6.49
O -6.87 -1.49 7.19
O -5.11 -2.64 6.70
H -4.94 -0.77 4.91
H -6.22 0.03 5.59
H -6.57 -1.28 4.42
O 7.74 -2.87 -2.70
P 6.26 -2.81 -2.42
N 5.79 -2.08 -0.91
C 6.21 -0.70 -0.73
C 6.01 -2.89 0.35
N 5.47 -4.31 -2.35
C 5.93 -5.40 -3.10
C 4.10 -4.50 -1.86
N 5.30 -1.89 -3.59
C 5.80 -1.89 -4.98
C 3.96 -1.41 -3.44
H 7.23 -0.53 -1.06
H 6.47 -0.36 0.27
H 5.62 0.05 -1.28
H 5.25 -2.65 1.10
H 7.07 -2.88 0.60
H 5.84 -3.96 0.22
H 5.38 -6.31 -2.84
H 5.96 -5.16 -4.16
H 6.90 -5.81 -2.83
H 3.51 -4.83 -2.71
H 4.11 -5.25 -1.06
H 3.68 -3.57 -1.48
H 5.35 -1.11 -5.58
H 6.87 -1.66 -4.96
H 5.71 -2.89 -5.41
H 3.67 -0.65 -4.17
H 3.77 -0.88 -2.51
H 3.23 -2.22 -3.52
O -5.28 0.60 -0.67
P -6.13 1.59 -1.42
N -5.31 2.19 -2.85
C -4.31 1.37 -3.54
C -5.67 3.46 -3.47
N -6.55 2.97 -0.55
C -5.44 3.85 -0.08
C -7.73 2.99 0.30
N -7.65 0.94 -1.99
C -7.72 -0.54 -2.18
C -8.54 1.71 -2.83
H -3.93 1.86 -4.44
H -4.84 0.53 -3.99
H -3.62 0.81 -2.91
H -4.80 3.99 -3.86
H -6.25 4.09 -2.79
H -6.27 3.23 -4.35
H -5.26 3.69 0.98
H -4.52 3.90 -0.66
H -5.82 4.87 -0.20
H -7.82 3.88 0.92
H -8.65 2.89 -0.27
H -7.56 2.08 0.88
H -7.00 -0.99 -1.50
H -8.68 -0.96 -1.89
H -7.46 -0.73 -3.22
H -8.82 2.69 -2.44
H -9.40 1.11 -3.12
H -8.09 1.97 -3.78
C 2.92 -5.59 6.85
Br 3.06 -7.35 5.87
Br 4.67 -4.91 7.54
Br 1.73 -5.77 8.41
H 2.50 -4.85 6.17
C 1.77 1.61 4.04
Br 0.58 0.56 3.01
Br 2.16 0.63 5.71
Br 1.13 3.52 4.16
H 2.70 1.62 3.48
*
```

3.
C16H44N2O6Y as an isolated structure at a distorted geometry, computed with ωB97M-V/def2-TZVPD.

DFT total energy = -33599.873 eV
Orbital gap (spin up / spin down) = 0.3063 / 0.1543 hartree

Structure (ORCA input):
```
! wB97M-V def2-TZVPD RIJCOSX def2/J DEFGRID3
* xyz 2 2
Y -0.07 -0.18 0.16
C 2.79 -1.82 3.43
C 2.97 -0.87 2.17
C 3.92 -1.46 1.04
O 1.74 -0.50 1.61
H 3.78 -2.08 3.79
H 2.23 -2.71 3.14
H 2.31 -1.26 4.23
H 3.41 0.07 2.48
H 4.92 -1.68 1.44
H 4.04 -0.71 0.25
H 3.52 -2.39 0.64
C -4.57 0.65 -1.33
C -3.55 -0.51 -1.36
C -3.46 -1.06 -2.79
O -2.31 -0.36 -0.62
H -5.61 0.42 -1.57
H -4.19 1.36 -2.07
H -4.61 1.14 -0.36
H -4.03 -1.35 -0.85
H -3.14 -2.10 -2.74
H -2.89 -0.55 -3.56
H -4.45 -0.98 -3.22
C 0.64 -3.49 0.53
O -0.23 -2.52 -0.05
H 0.55 -3.44 1.62
H 0.37 -4.48 0.17
H 1.68 -3.37 0.25
H -1.04 -3.03 -0.14
C -1.10 -1.30 3.56
O -1.28 -1.16 2.13
H -0.35 -0.59 3.90
H -1.99 -1.14 4.16
H -0.59 -2.24 3.74
H -2.07 -1.63 1.85
C 0.17 -1.65 -3.33
C 1.33 -0.74 -2.81
C 0.97 0.71 -2.97
O -0.12 1.00 -2.02
C -0.98 2.06 -2.37
N 1.59 -0.97 -1.41
H 0.36 -2.70 -3.12
H 0.09 -1.68 -4.42
H -0.78 -1.33 -2.91
H 2.27 -0.88 -3.34
H 0.61 0.92 -3.97
H 1.88 1.29 -2.81
H -1.67 2.23 -1.54
H -1.58 1.79 -3.24
H -0.61 3.03 -2.71
H 2.48 -0.50 -1.31
H 1.89 -1.93 -1.30
C -1.42 3.72 2.26
C -0.66 2.78 1.28
C 0.84 2.92 0.98
O 1.33 1.99 -0.05
C 2.66 2.27 -0.27
N -0.94 1.46 1.68
H -1.54 4.75 1.91
H -0.98 3.96 3.22
H -2.43 3.35 2.46
H -1.09 2.89 0.29
H 1.36 2.92 1.93
H 1.04 3.94 0.63
H 3.01 1.56 -1.03
H 3.26 2.10 0.62
H 2.83 3.31 -0.56
H -1.91 1.35 1.93
H -0.63 1.43 2.64
*
```

4.
A 4-piece molecular cluster, C16H44N4O4 overall at a distorted geometry, computed with ωB97M-V/def2-TZVPD.

DFT total energy = -31451.232 eV
Structure (SMILES) = COC[C@H](C)N.COC[C@H](C)N.COC[C@H](C)N.COC[C@H](C)N
ΔE to the lowest compared entry with this formula, charge and spin = 2.966 eV
Orbital gap = 0.3184 hartree

Structure (ORCA input):
```
! wB97M-V def2-TZVPD RIJCOSX def2/J DEFGRID3
* xyz 0 1
C 12.20 8.75 -27.30
C 12.59 7.34 -27.11
C 11.49 6.35 -26.72
O 10.96 6.77 -25.54
C 9.53 6.85 -25.42
N 13.08 6.82 -28.36
H 11.69 9.12 -28.19
H 13.17 9.23 -27.24
H 11.58 9.25 -26.55
H 13.26 7.24 -26.25
H 11.74 5.30 -26.53
H 10.72 6.19 -27.49
H 9.08 7.56 -26.12
H 9.18 6.95 -24.39
H 9.16 5.87 -25.74
H 13.38 5.85 -28.29
H 12.30 6.83 -29.00
C 14.62 2.83 -29.86
C 13.12 2.82 -29.89
C 12.46 1.50 -30.22
O 11.07 1.67 -29.95
C 10.39 0.47 -30.29
N 12.63 3.39 -28.64
H 14.89 2.12 -29.07
H 15.05 3.83 -29.80
H 14.96 2.38 -30.79
H 12.77 3.55 -30.62
H 12.95 0.68 -29.69
H 12.66 1.44 -31.29
H 10.54 -0.21 -29.45
H 10.77 0.01 -31.20
H 9.31 0.59 -30.38
H 13.00 2.97 -27.80
H 11.73 2.92 -28.69
C 12.33 8.38 -31.75
C 12.42 7.08 -32.46
C 11.37 6.04 -32.05
O 11.60 5.74 -30.67
C 10.47 5.11 -30.05
N 12.48 7.41 -33.89
H 11.55 9.05 -32.14
H 13.20 8.97 -32.05
H 12.30 8.34 -30.66
H 13.44 6.76 -32.25
H 11.50 5.11 -32.60
H 10.39 6.47 -32.26
H 9.64 5.80 -30.20
H 10.54 4.87 -28.99
H 10.23 4.16 -30.54
H 11.88 8.23 -33.84
H 13.39 7.85 -33.90
C 8.26 -2.58 -28.72
C 8.10 -3.01 -27.23
C 6.74 -2.35 -26.86
O 6.52 -2.50 -25.38
C 6.78 -1.28 -24.71
N 8.12 -4.49 -27.18
H 9.23 -2.88 -29.12
H 8.14 -1.54 -29.02
H 7.47 -3.04 -29.32
H 8.91 -2.58 -26.65
H 5.85 -2.77 -27.33
H 6.69 -1.30 -27.14
H 6.19 -0.47 -25.13
H 7.85 -1.12 -24.65
H 6.35 -1.29 -23.70
H 9.03 -4.83 -27.46
H 7.95 -4.79 -26.23
*
```

5.
C16H44N4O6V as an isolated structure at a distorted geometry, computed with ωB97M-V/def2-TZVPD.

DFT total energy = -61232.765 eV
ΔE to the lowest compared entry with this formula, charge and spin = 0.749 eV
Orbital gap = 0.3489 hartree

Structure (ORCA input):
```
! wB97M-V def2-TZVPD RIJCOSX def2/J DEFGRID3
* xyz 1 1
O -2.45 8.42 12.35
V -0.94 8.52 11.92
O -0.70 9.96 11.40
C -1.73 4.46 14.16
C -0.57 5.21 13.52
C 0.61 4.35 13.09
O 1.71 5.25 12.99
C 2.94 4.66 12.62
N -1.03 6.11 12.44
H -1.31 3.85 14.96
H -2.24 3.74 13.52
H -2.51 5.14 14.52
H -0.09 5.83 14.28
H 0.44 3.85 12.13
H 0.79 3.57 13.84
H 3.75 5.35 12.84
H 2.97 4.41 11.55
H 3.08 3.72 13.15
H -0.72 5.74 11.54
H -2.04 6.10 12.35
C 2.35 9.10 9.44
C 2.49 8.22 10.68
C 3.33 8.88 11.78
O 2.74 10.07 12.28
C 3.63 10.78 13.14
N 1.14 7.60 10.98
H 3.33 9.29 9.00
H 1.96 10.09 9.71
H 1.69 8.64 8.70
H 3.15 7.39 10.39
H 4.30 9.14 11.37
H 3.43 8.16 12.61
H 3.77 10.23 14.07
H 3.08 11.68 13.41
H 4.55 11.05 12.64
H 1.03 7.10 10.09
H 1.43 6.76 11.51
C 0.60 8.03 16.24
C -0.36 8.65 15.23
C -0.73 10.08 15.58
O -1.68 10.46 14.58
C -1.81 11.83 14.36
N 0.23 8.61 13.87
H 0.59 6.94 16.13
H 0.22 8.21 17.24
H 1.60 8.46 16.13
H -1.27 8.06 15.10
H 0.14 10.75 15.56
H -1.28 10.12 16.52
H -1.07 12.25 13.66
H -1.92 12.46 15.25
H -2.74 11.99 13.80
H 0.49 7.63 13.73
H 1.08 9.15 13.74
C -2.67 8.06 7.59
C -2.82 7.88 9.11
C -3.64 6.60 9.29
O -4.90 6.86 8.71
C -5.84 5.88 9.10
N -1.44 7.69 9.66
H -3.60 8.29 7.07
H -2.26 7.14 7.15
H -1.92 8.81 7.32
H -3.30 8.72 9.59
H -3.80 6.36 10.35
H -3.11 5.73 8.87
H -5.41 4.88 9.04
H -6.71 5.91 8.44
H -6.23 6.08 10.10
H -1.11 6.77 9.35
H -0.84 8.24 9.06
*
```

6.
A 5-piece molecular cluster, C16H44N5O7 overall at a distorted geometry, computed with ωB97M-V/def2-TZVPD.

DFT total energy = -39081.284 eV
ΔE to the lowest compared entry with this formula, charge and spin = 3.033 eV
Orbital gap = 0.2339 hartree

Structure (ORCA input):
```
! wB97M-V def2-TZVPD RIJCOSX def2/J DEFGRID3
* xyz -1 1
N -1.10 -0.49 -0.11
O -0.14 0.24 0.15
O -1.30 -0.99 -1.19
O -1.75 -0.83 0.84
C 3.73 -1.98 1.85
C 4.75 -0.93 1.38
C 5.76 -0.47 2.42
O 6.70 -1.55 2.69
C 7.46 -1.29 3.87
N 5.36 -1.62 0.22
H 3.95 -2.88 2.42
H 3.12 -2.27 1.00
H 3.08 -1.38 2.48
H 4.16 -0.09 1.02
H 5.18 -0.36 3.33
H 6.38 0.36 2.08
H 7.63 -0.24 4.12
H 8.43 -1.79 3.85
H 7.01 -1.91 4.64
H 6.21 -2.04 0.57
H 5.65 -0.98 -0.50
C 5.03 -6.69 -4.19
C 3.90 -5.60 -4.01
C 3.04 -5.84 -2.72
O 1.98 -4.93 -2.65
C 1.14 -5.25 -1.51
N 4.53 -4.26 -4.01
H 4.70 -7.73 -4.22
H 5.61 -6.64 -3.27
H 5.70 -6.47 -5.01
H 3.15 -5.80 -4.78
H 3.70 -5.86 -1.85
H 2.68 -6.86 -2.79
H 0.74 -6.27 -1.53
H 0.34 -4.52 -1.62
H 1.71 -5.20 -0.59
H 5.21 -4.23 -4.76
H 5.15 -4.16 -3.22
C -6.05 1.43 -4.03
C -5.50 1.85 -2.65
C -5.88 0.98 -1.53
O -7.26 1.06 -1.17
C -7.65 0.35 -0.09
N -4.02 2.12 -2.69
H -5.61 0.49 -4.35
H -5.80 2.11 -4.85
H -7.12 1.24 -4.02
H -5.96 2.82 -2.44
H -5.39 1.37 -0.64
H -5.57 -0.06 -1.63
H -8.63 0.67 0.25
H -6.85 0.42 0.64
H -7.82 -0.70 -0.35
H -3.82 2.14 -3.68
H -3.66 1.20 -2.47
C -2.14 4.85 4.60
C -3.04 4.90 3.34
C -3.42 6.26 2.64
O -2.37 6.93 2.07
C -2.56 8.39 1.95
N -2.47 3.91 2.37
H -1.14 5.19 4.35
H -2.15 3.86 5.06
H -2.55 5.32 5.50
H -4.01 4.44 3.49
H -4.07 6.92 3.21
H -4.07 6.08 1.78
H -2.86 8.78 2.92
H -3.14 8.73 1.09
H -1.62 8.89 1.73
H -1.52 3.86 2.74
H -2.84 2.98 2.49
*
```